Entry 1:
A molecular structure, C12H22N3O5PPt. Source: the OMol25 dataset; level of theory: the ωB97M-V functional and the def2-TZVPD basis.

- HOMO energy (spin up / spin down) (eV) = -14.2 / -15.3
- HOMO-LUMO gap (spin up / spin down) (eV) = 6.82 / 6.29
- M (g/mol) = 514.38

Geometry as ORCA input:
```
! wB97M-V def2-TZVPD RIJCOSX def2/J DEFGRID3
* xyz 2 3
Pt 0.06456 0.05187 -2.35548
O 0.07648 3.13634 -2.02995
C 0.08097 1.98555 -2.11604
C 0.07935 -1.91981 -2.14754
O 0.09547 -3.07493 -2.01616
C 2.04286 0.04832 -2.29656
O 3.20829 0.03986 -2.23248
C -1.86442 0.03521 -2.25452
O -3.01701 0.03350 -2.24692
C 0.08047 0.74804 -4.43559
H -0.84756 1.28072 -4.61146
H 1.01723 1.28342 -4.61271
C 0.08434 -0.67317 -4.44764
H 1.02261 -1.20930 -4.61123
H -0.84303 -1.21341 -4.61209
C 1.24561 2.44675 0.78433
N 1.06686 1.21909 1.65976
C 0.75965 1.68408 3.06081
P 0.14672 -0.06104 1.03934
O 0.78744 -0.42750 -0.23988
N 0.47045 -1.47332 1.99275
C 0.23654 -2.82733 1.33376
C 1.90679 -1.51740 2.49011
N -1.55840 0.27379 0.79741
C -2.17334 1.15046 1.86907
C -2.44029 -0.95309 0.67417
H 1.83737 3.22741 1.26225
H 0.23594 2.85860 0.57589
H 1.74484 2.15587 -0.12827
H -0.06756 2.41708 3.05255
H 0.47493 0.82231 3.64913
H 1.61322 2.16930 3.52230
H 0.89802 -2.90112 0.45687
H 0.46210 -3.64471 2.00704
H -0.80235 -2.92753 1.02797
H 2.56274 -1.51685 1.60559
H 2.09868 -0.65060 3.09120
H 2.09811 -2.40508 3.07896
H -1.76210 2.14632 1.77601
H -3.24681 1.22300 1.77443
H -1.92971 0.69693 2.84710
H -3.46972 -0.68167 0.45916
H -2.06696 -1.57087 -0.12880
H -2.40938 -1.48507 1.63535
*
```

Entry 2:
C12H22NO4P in the gas phase. Source: the OMol25 dataset; level of theory: the ωB97M-V functional and the def2-TZVPD basis.

- relative energy (zero: lowest compared OMol25 entry of this formula, charge and spin) (kcal per mole) = 41.1
- HOMO energy (eV) = -10.4
- HOMO-LUMO gap (eV) = 10.96
- M (g/mol) = 275.28
- SMILES = CCCCOP(=O)(OCCCC)[C@H](C#N)C(C)=O

Geometry as ORCA input:
```
! wB97M-V def2-TZVPD RIJCOSX def2/J DEFGRID3
* xyz 0 1
C -0.56359 4.17607 2.78859
C -1.07291 2.95074 3.59435
C -0.64275 1.64110 2.89772
C -1.23979 1.37587 1.47594
O -0.70511 0.16514 0.90657
P -0.48780 0.17817 -0.73427
O 0.41540 1.31939 -1.02040
O 0.14054 -1.20990 -1.31327
C 1.42938 -1.49294 -0.79076
C 1.64742 -3.00438 -0.97362
C 2.96024 -3.49015 -0.33844
C 3.07167 -5.00444 -0.31042
C -2.00421 0.40688 -1.52738
C -2.96793 -0.61427 -1.14549
N -3.82287 -1.34938 -0.85319
C -1.66155 0.55912 -2.98961
C -1.26274 1.83084 -3.61373
O -1.74559 -0.39227 -3.73527
H 0.51110 4.03904 2.57275
H -0.59929 5.05828 3.43936
H -1.15915 4.35519 1.88829
H -0.64420 3.01664 4.56605
H -2.19356 2.98008 3.72485
H 0.44340 1.65546 2.79935
H -0.94748 0.79567 3.54890
H -2.31218 1.17478 1.57718
H -1.06863 2.26391 0.85697
H 2.22209 -0.93283 -1.33478
H 1.50575 -1.23932 0.27905
H 0.78255 -3.54249 -0.56404
H 1.66083 -3.22240 -2.02118
H 3.81726 -3.12992 -0.94349
H 3.07872 -3.00498 0.62492
H 4.04076 -5.31691 0.11675
H 2.89002 -5.46421 -1.31144
H 2.32975 -5.40193 0.39750
H -2.37212 1.37043 -1.17915
H -1.52486 1.80679 -4.70271
H -1.75397 2.70265 -3.11052
H -0.19458 1.99051 -3.54194
*
```

Entry 3:
3 unconnected molecules or ions with the total composition C12H22O11Si. Source: the OMol25 dataset; level of theory: the ωB97M-V functional and the def2-TZVPD basis.

- relative energy (zero: lowest compared OMol25 entry of this formula, charge and spin) (kcal per mole) = 0.0
- HOMO energy (eV) = -10.2
- HOMO-LUMO gap (eV) = 10.57
- M (g/mol) = 370.38
- SMILES = CC(=O)OC(=O)C[SiH2]CC(=O)O.COC(=O)OC.COC(=O)OC

Geometry as ORCA input:
```
! wB97M-V def2-TZVPD RIJCOSX def2/J DEFGRID3
* xyz 0 1
C -3.94970 -1.23517 1.93949
C -2.74196 -2.12471 1.98252
O -2.85213 -3.23985 2.23236
O -1.44546 -1.63455 1.75149
C -1.22970 -1.33963 0.44073
O -2.09484 -1.27301 -0.34362
C 0.21068 -1.05879 0.10849
Si 0.84640 -1.88238 -1.47928
C -0.46192 -2.82879 -2.47694
C -1.26933 -1.90460 -3.36293
O -2.41194 -1.97013 -3.43957
O -0.62213 -0.96577 -4.15768
H -3.69543 -0.17671 1.91859
H -4.67646 -1.48154 2.70450
H -4.42633 -1.43012 0.97630
H 0.33636 0.02492 0.13248
H 0.81936 -1.43873 0.93638
H 1.97241 -2.79569 -1.18373
H 1.43201 -0.81124 -2.31267
H -1.16212 -3.40901 -1.88346
H 0.05326 -3.49868 -3.17355
H -0.67053 -0.11990 -3.69011
C 5.80435 0.05512 3.07422
O 4.40988 -0.09779 2.80576
C 3.75745 -0.84346 3.70138
O 4.23964 -1.36884 4.67003
O 2.47502 -0.90368 3.33209
C 1.64593 -1.67661 4.20319
H 6.21533 0.67537 2.28199
H 5.95969 0.55342 4.02987
H 6.30641 -0.91108 3.06320
H 1.63255 -1.24965 5.20473
H 1.98120 -2.71210 4.23534
H 0.63797 -1.64874 3.79575
C -0.14708 5.82247 -2.46841
O -1.43872 5.21274 -2.45561
C -1.42679 3.89618 -2.66684
O -0.44778 3.21866 -2.85733
O -2.68509 3.45607 -2.62945
C -2.80974 2.05102 -2.84482
H -0.29392 6.88378 -2.28649
H 0.48008 5.41196 -1.67845
H 0.32988 5.69285 -3.43866
H -2.28150 1.49652 -2.06872
H -2.43911 1.77551 -3.83174
H -3.86615 1.80434 -2.79084
*
```